P | The following is a quantum chemistry calculation of CN2O2S as an isolated structure, from OMol25.

Atoms and positions in Å:
C (1.08955, 0.32950, -0.07814)
N (0.47519, 1.37310, 0.06404)
N (-1.02339, -0.53061, 0.10978)
O (-1.92042, -1.32948, -0.04425)
O (1.65356, -0.66499, -0.00997)
S (-1.19472, 1.13651, -0.02250)

Its orbital gap (alpha / beta) is 8.840 / 8.839 eV. The calculation puts the HOMO energy (alpha / beta) at -9.73 / -9.73 eV. Its multiplicity is 1.

What are the natural (NBO) partial charges on each atom? They are as follows, in elementary charge units: C 0.875; N -0.738; N -0.106; O -0.270; O -0.433; S 0.672

***

Q | The following is a quantum chemistry calculation of one molecule with the formula CN2O2S, from OMol25.

Atoms and positions in Å:
O (1.88900, 0.40911, 0.56504)
C (0.78303, 0.16571, 0.23633)
N (0.27823, -0.28060, -1.09237)
N (-0.94490, -0.43395, -1.09253)
S (-1.69452, -0.12446, 0.31217)
O (-0.31084, 0.26419, 1.07135)

Its orbital gap is 9.778 eV. Its SMILES is O=c1nnso1. The calculation puts the HOMO energy at -10.42 eV. Its multiplicity is 1.

What are the natural (NBO) partial charges on each atom? They are as follows, in elementary charge units: O -0.503; C 0.793; N -0.209; N -0.302; S 0.858; O -0.636

***

On energetic grounds, Q is preferred over the next structure by 37.2 kcal/mol.

***

P | The following is a quantum chemistry calculation of a 12-piece molecular cluster, C5H35NO11 overall, from OMol25.

Atoms and positions in Å:
C (-4.29837, 0.40087, -0.25248)
C (-3.51838, -0.69517, -1.02564)
C (-2.19654, -0.83925, -0.25646)
C (-2.35990, -1.79586, 0.88674)
N (-1.15713, -1.18053, -1.31584)
C (0.23808, -1.54625, -1.01073)
H (-5.25555, 0.21440, -0.67988)
H (-3.96180, 1.44069, -0.35758)
H (-4.32765, 0.33444, 0.78995)
H (-4.14379, -1.54816, -0.91756)
H (-3.40123, -0.34925, -2.02588)
H (-2.01871, 0.16472, 0.25307)
H (-1.46679, -1.87072, 1.57673)
H (-3.13352, -1.86619, 1.72867)
H (-2.68054, -2.81636, 0.43179)
H (-1.57171, -2.03432, -1.75257)
H (0.73971, -0.57151, -0.91554)
H (0.62669, -2.13719, -1.78601)
H (0.46065, -2.08283, -0.04692)
O (-0.99582, 2.92466, 3.16909)
H (-0.31724, 2.25801, 3.30116)
H (-0.98527, 3.49443, 3.91823)
O (4.49888, 1.17350, 1.22022)
H (4.75696, 0.33365, 1.53818)
H (3.65018, 1.12378, 1.48476)
O (4.52205, -1.86893, 1.51780)
H (3.55516, -1.64240, 1.58451)
H (4.48972, -2.68142, 0.85121)
O (-1.11103, -1.73411, -3.83151)
H (-0.47215, -1.17109, -3.44646)
H (-1.71393, -1.02680, -4.02390)
O (-1.67205, 1.95639, -2.61635)
H (-1.67334, 1.02288, -2.46415)
H (-2.04071, 2.36110, -1.87733)
O (1.44842, 1.64791, 3.42760)
H (2.29842, 1.74936, 3.72259)
H (1.54398, 2.49514, 2.79578)
O (1.81503, 3.84354, 1.87842)
H (1.34663, 4.47029, 1.30972)
H (2.54062, 3.81203, 1.25844)
O (-1.77149, -4.10626, -2.36518)
H (-1.26290, -3.54814, -3.06347)
H (-2.73728, -3.91187, -2.54582)
O (1.55743, -2.85362, 1.86674)
H (1.88446, -3.34098, 2.61003)
H (0.58585, -2.67807, 1.82356)
O (2.51133, 3.67544, -0.64681)
H (3.10540, 2.89431, -0.61089)
H (1.58982, 3.19445, -0.92704)
O (3.75213, 1.64451, -1.47281)
H (4.54183, 2.00660, -1.96559)
H (4.18539, 1.26018, -0.74460)

Its orbital gap is 9.389 eV. Its SMILES is CC[C@@H](C)NC.O.O.O.O.O.O.O.O.O.O.O. The calculation puts the HOMO energy at -9.24 eV. Its multiplicity is 1.

What are the natural (NBO) partial charges on each atom? They are as follows, in elementary charge units: C -0.603; C -0.402; C -0.060; C -0.664; N -0.688; C -0.420; H 0.205; H 0.199; H 0.210; H 0.200; H 0.205; H 0.189; H 0.197; H 0.247; H 0.211; H 0.391; H 0.193; H 0.198; H 0.175; O -0.967; H 0.493; H 0.465; O -0.941; H 0.489; H 0.460; O -0.977; H 0.490; H 0.488; O -0.940; H 0.480; H 0.476; O -0.945; H 0.474; H 0.467; O -1.002; H 0.460; H 0.507; O -0.963; H 0.495; H 0.498; O -0.968; H 0.502; H 0.470; O -0.985; H 0.490; H 0.497; O -0.996; H 0.489; H 0.480; O -0.942; H 0.482; H 0.492

***

Q | The following is a quantum chemistry calculation of a 12-piece molecular cluster, C5H35NO11 overall, from OMol25.

Atoms and positions in Å:
C (-0.23732, -1.57640, -0.42745)
C (-0.56660, -0.15717, -0.06298)
C (0.12209, 0.18073, 1.29192)
C (0.12418, -0.94892, 2.36384)
N (1.45337, -1.50918, 2.27630)
C (1.30235, -2.83569, 3.05181)
H (-0.89522, -2.34864, 0.07848)
H (0.77419, -1.76627, -0.02334)
H (-0.34011, -1.83245, -1.63441)
H (-0.15767, 0.61325, -0.79877)
H (-1.65933, 0.01774, 0.07375)
H (1.11784, 0.61332, 1.23746)
H (-0.46432, 0.98358, 1.69846)
H (-0.22925, -0.72461, 3.37692)
H (-0.55981, -1.79853, 2.12740)
H (2.21324, -0.95261, 2.79951)
H (2.03179, -3.49604, 2.63902)
H (1.15444, -2.65756, 4.16459)
H (0.26429, -3.20845, 2.91998)
O (3.06655, 2.34249, 0.27522)
H (2.89788, 1.57875, -0.30910)
H (2.58944, 3.09141, -0.07201)
O (0.75127, 3.29419, -2.04413)
H (1.58258, 2.77927, -1.84730)
H (1.10885, 4.02466, -2.63859)
O (-2.26403, 1.27336, -3.18787)
H (-1.46119, 1.74954, -3.07763)
H (-1.96911, 0.33549, -2.97376)
O (0.81726, -2.83729, -3.14913)
H (1.73878, -2.61237, -3.05273)
H (0.49222, -2.92020, -2.20183)
O (-3.53182, 1.00668, 2.04025)
H (-3.21522, 0.96057, 1.21333)
H (-4.42054, 0.69648, 1.80748)
O (-1.27854, 4.07940, -0.45266)
H (-0.59751, 4.10364, -1.02668)
H (-1.39142, 3.31367, 0.05640)
O (2.65902, -2.94433, -0.48308)
H (3.21531, -3.78271, -0.34478)
H (2.18673, -2.80617, 0.37979)
O (-2.14449, 0.90004, 4.41442)
H (-1.39319, 0.69618, 3.74687)
H (-2.84910, 1.11110, 3.85822)
O (-3.23003, 1.72030, -0.60191)
H (-2.72949, 1.83434, -1.46241)
H (-3.48213, 2.75564, -0.46354)
O (-0.24865, -0.36720, -3.61446)
H (-0.64206, -0.28528, -4.43959)
H (0.16892, -1.22817, -3.44311)
O (2.54184, 0.15453, -1.35252)
H (2.22255, -0.55927, -0.85627)
H (3.36114, -0.05479, -1.84936)

Its orbital gap is 9.756 eV. Its SMILES is CCCCNC.O.O.O.O.O.O.O.O.O.O.O. The calculation puts the HOMO energy at -9.79 eV. Its multiplicity is 1.

What are the natural (NBO) partial charges on each atom? They are as follows, in elementary charge units: C -0.621; C -0.427; C -0.421; C -0.241; N -0.661; C -0.451; H 0.215; H 0.198; H 0.187; H 0.222; H 0.219; H 0.223; H 0.203; H 0.181; H 0.190; H 0.378; H 0.198; H 0.202; H 0.198; O -0.971; H 0.489; H 0.460; O -0.963; H 0.489; H 0.482; O -0.963; H 0.478; H 0.500; O -0.945; H 0.484; H 0.494; O -0.951; H 0.482; H 0.471; O -0.969; H 0.484; H 0.478; O -0.986; H 0.486; H 0.497; O -0.948; H 0.455; H 0.486; O -1.013; H 0.508; H 0.487; O -0.998; H 0.478; H 0.501; O -0.965; H 0.498; H 0.494

***

On energetic grounds, Q is preferred over the next structure by 9.7 kcal/mol.

***

P | The following is a quantum chemistry calculation of H14O6S as an isolated structure, from OMol25.

Atoms and positions in Å:
S (4.14911, 0.01294, 0.22124)
H (2.94799, -0.01483, 0.85373)
H (3.58194, 0.33249, -0.96044)
H (0.73392, 0.79141, -0.73890)
H (0.18082, 2.21920, -0.80730)
O (0.67668, 1.63524, -0.23320)
H (-0.16322, -2.96158, -0.36670)
H (-0.74441, -1.73733, 0.45963)
O (0.03581, -2.06469, -0.04766)
H (-0.16786, 1.33056, 2.80698)
H (-0.02054, 1.29471, 1.30720)
O (-0.55641, 0.91601, 2.03531)
H (-3.03903, -0.88698, 0.91346)
H (-1.76645, -0.27033, 1.57281)
O (-2.11427, -1.05769, 1.10880)
H (0.43029, 0.20142, -2.13441)
H (0.83670, -0.80697, -1.07840)
O (1.13208, 0.03830, -1.48884)
H (-2.21909, 1.07548, -1.00992)
H (-1.88914, -0.36477, -0.86652)
O (-2.02491, 0.31742, -1.54687)

Its orbital gap is 9.498 eV. The calculation puts the HOMO energy at -9.21 eV. Its multiplicity is 1.

What are the natural (NBO) partial charges on each atom? They are as follows, in elementary charge units: S -0.312; H 0.151; H 0.161; H 0.439; H 0.451; O -1.027; H 0.485; H 0.510; O -0.999; H 0.481; H 0.516; O -1.014; H 0.489; H 0.526; O -0.995; H 0.497; H 0.523; O -0.868; H 0.468; H 0.483; O -0.960

***

Q | The following is a quantum chemistry calculation of a 7-piece molecular cluster, H14O6S overall, from OMol25.

Atoms and positions in Å:
O (-2.22776, -1.67749, -1.48407)
H (-1.55217, -2.33180, -1.35475)
H (-2.93050, -1.68559, -0.82844)
O (1.28814, -1.24942, 2.31575)
H (1.84438, -2.00352, 2.10196)
H (0.51413, -1.38240, 2.88878)
O (1.61492, 1.34996, 1.26421)
H (2.40641, 1.70280, 1.67011)
H (1.43037, 0.53349, 1.71466)
O (-0.22110, 2.81436, 0.09559)
H (0.33663, 2.10218, 0.49768)
H (-0.70406, 3.29413, 0.81404)
O (-1.09900, -1.74197, 0.72909)
H (-1.25108, -0.82363, 0.93421)
H (-0.29849, -2.04371, 1.10710)
O (-2.52130, 1.38895, -0.23625)
H (-2.31446, 0.69896, -0.85339)
H (-1.91057, 2.13868, -0.39989)
S (1.66378, -0.46735, -1.60764)
H (2.14972, 0.75352, -1.85000)
H (0.45689, -0.21472, -2.30989)

Its orbital gap is 9.415 eV. Its SMILES is O.O.O.O.O.O.S. The calculation puts the HOMO energy at -9.44 eV. Its multiplicity is 1.

What are the natural (NBO) partial charges on each atom? They are as follows, in elementary charge units: O -0.970; H 0.489; H 0.484; O -0.989; H 0.505; H 0.502; O -0.964; H 0.483; H 0.502; O -0.993; H 0.509; H 0.469; O -0.966; H 0.489; H 0.470; O -0.995; H 0.477; H 0.497; S -0.327; H 0.150; H 0.177

***

On energetic grounds, Q is preferred over the next structure by 4.8 kcal/mol.